ORCA calculation (the ωB97M-V functional and the def2-TZVPD basis) on a 8-piece molecular cluster, C16H48O8 overall.

Each line ends with the Mulliken charge.
CARTESIAN COORDINATES (ANGSTROEM)
C1 -4.69 -0.59 0.46  -0.6744
C2 -5.50 0.64 0.18  -0.1438
O1 -6.21 1.01 1.29  -0.5423
H1 -4.21 -0.48 1.43  0.1127
H2 -3.92 -0.73 -0.30  0.0967
H3 -5.32 -1.48 0.49  0.4017
H4 -6.21 0.53 -0.64  0.4030
H5 -4.86 1.51 0.00  0.0572
H6 -6.80 1.70 1.00  0.3078
C3 1.25 -0.07 3.54  -0.6884
C4 0.90 1.35 4.01  -0.0583
O2 2.01 1.89 4.75  -0.5636
H7 1.45 -0.76 4.37  0.4014
H8 2.10 -0.10 2.87  0.0944
H9 0.45 -0.58 3.01  0.1573
H10 0.00 1.26 4.63  0.1495
H11 0.76 2.06 3.20  0.2218
H12 1.67 2.69 5.16  0.3120
C5 1.01 -3.54 1.34  -0.5110
C6 0.93 -4.60 0.23  -0.5473
O3 0.67 -3.99 -1.00  -0.4466
H13 1.20 -4.06 2.28  0.4451
H14 0.06 -3.01 1.44  0.1241
H15 1.76 -2.78 1.11  -0.0360
H16 0.43 -5.54 0.44  0.4550
H17 1.91 -5.02 -0.02  0.2573
H18 0.15 -4.61 -1.51  0.2327
C7 -1.56 3.13 -1.90  -0.3381
C8 -0.78 4.25 -1.14  -0.2341
O4 -1.57 5.47 -1.14  -0.5356
H19 -1.83 3.44 -2.91  0.3398
H20 -2.47 2.80 -1.41  -0.0431
H21 -0.93 2.25 -2.01  0.0465
H22 0.13 4.52 -1.67  0.3190
H23 -0.53 3.92 -0.13  0.1497
H24 -2.19 5.41 -0.40  0.2913
C9 -2.26 1.44 2.23  -0.2787
C10 -3.06 1.82 3.40  -0.5649
O5 -3.06 3.25 3.50  -0.5525
H25 -2.20 0.35 2.23  0.1960
H26 -1.31 1.96 2.30  0.2063
H27 -2.78 1.85 1.37  0.0031
H28 -2.62 1.51 4.34  0.2617
H29 -4.11 1.54 3.39  0.3810
H30 -3.78 3.45 4.10  0.3203
C11 4.53 -0.38 -0.17  -1.0277
C12 4.43 -1.84 -0.63  0.7002
O6 5.45 -2.57 -0.09  -0.5490
H31 4.28 -0.19 0.88  0.2223
H32 3.82 0.24 -0.72  0.2669
H33 5.51 0.04 -0.37  0.3498
H34 4.42 -1.92 -1.72  0.1636
H35 3.45 -2.26 -0.41  -0.4390
H36 5.19 -3.49 -0.20  0.3329
C13 -0.83 -0.73 -0.70  -0.8626
C14 0.65 -0.49 -0.81  -0.0092
O7 1.18 -1.39 -1.77  -0.3600
H37 -1.12 -1.68 -0.24  0.3593
H38 -1.26 -0.71 -1.70  0.3760
H39 -1.39 0.07 -0.24  0.1564
H40 1.20 -0.52 0.14  -0.1334
H41 0.87 0.48 -1.24  0.3205
H42 0.86 -2.24 -1.48  0.2314
C15 3.11 -0.28 -6.04  -1.3370
C16 2.72 -0.96 -4.73  0.1606
O8 1.55 -0.38 -4.29  -0.5836
H43 3.04 0.80 -5.97  0.3284
H44 2.47 -0.67 -6.83  0.3048
H45 4.15 -0.52 -6.27  0.3706
H46 3.49 -0.87 -3.96  0.0340
H47 2.65 -2.02 -4.95  0.2332
H48 1.45 -0.58 -3.36  0.4050

The HOMO energy is -9.402 eV. The largest force on an atom comes out at 2.534 eV/Å. As for the total energy: -1240.189798 Ha. The relative energy (zero: lowest compared OMol25 entry of this formula, charge and spin) comes out at 74.21 kcal per mole.